A.
DFT (ωB97M-V with the def2-TZVPD basis set) results for 2 unconnected molecules or ions with the total composition C5H12OS.

XYZ file:
```
19
Properties=species:S:1:pos:R:3
C -2.158 -0.799 -0.621
C -1.682 -0.687 0.613
C -1.731 -1.780 1.638
O -1.127 0.479 1.103
H -2.610 -1.735 -0.917
H -2.107 0.017 -1.328
H -2.111 -2.706 1.214
H -0.715 -1.919 2.017
H -2.329 -1.504 2.508
H -0.217 0.548 0.779
C 2.501 1.950 0.094
S 2.048 0.190 -0.007
C 1.216 0.259 -1.628
H 1.611 2.572 0.166
H 3.098 2.188 -0.782
H 3.088 2.093 0.999
H 0.659 -0.663 -1.752
H 0.603 1.157 -1.674
H 1.961 0.342 -2.422
```

Summary:
Charge = 0
LUMO energy = 0.828 eV
E_HOMO = -0.3266 hartree
Spin multiplicity = 1
Orbital gap = 9.7 eV

So, what does the Mulliken scheme give us? The charges, in e, come out as:
1. C -0.938
2. C 0.713
3. C -0.942
4. O -0.501
5. H 0.249
6. H 0.324
7. H 0.331
8. H 0.238
9. H 0.262
10. H 0.187
11. C -0.808
12. S -0.110
13. C -0.836
14. H 0.281
15. H 0.291
16. H 0.316
17. H 0.306
18. H 0.283
19. H 0.356

=====

B.
DFT (ωB97M-V with the def2-TZVPD basis set) results for C5H12OS in the gas phase.

XYZ file:
```
19
Properties=species:S:1:pos:R:3
C 0.751 2.539 1.134
S -0.432 1.562 2.158
C -0.538 -0.213 1.365
C -1.144 0.069 -0.072
C -0.060 -0.322 -1.094
C 0.515 -1.727 -1.029
O -0.224 -2.681 -1.813
H 1.438 2.136 0.457
H 0.221 3.288 0.638
H 1.099 3.285 1.792
H 0.327 -0.757 1.312
H -1.307 -0.674 2.195
H -1.915 -0.675 -0.102
H -1.584 1.078 -0.109
H 0.749 0.477 -0.994
H -0.485 -0.277 -2.150
H 1.566 -1.590 -1.468
H 0.749 -2.122 -0.080
H 0.274 -3.397 -2.140
```

Summary:
Charge = 0
LUMO energy = 0.828 eV
E_HOMO = -0.3037 hartree
Spin multiplicity = 1
Orbital gap = 9.1 eV

So, what does the Mulliken scheme give us? The charges, in e, come out as:
1. C -1.016
2. S -0.109
3. C -0.617
4. C -0.694
5. C -0.404
6. C -0.377
7. O -0.533
8. H 0.334
9. H 0.336
10. H 0.380
11. H 0.356
12. H 0.245
13. H 0.340
14. H 0.406
15. H 0.172
16. H 0.292
17. H 0.248
18. H 0.346
19. H 0.295

=====

Of them, the most stable is A and the least stable is B.

=====

A.
DFT (ωB97M-V with the def2-TZVPD basis set) results for 2 unconnected molecules or ions with the total composition C4H5Cl.

XYZ file:
```
10
Properties=species:S:1:pos:R:3
C -1.025 -1.374 -1.251
C -1.351 -1.122 -0.006
C 0.334 1.142 0.435
C 1.419 1.221 1.092
Cl 2.640 2.609 1.065
H -1.354 -2.144 -1.996
H -0.345 -0.640 -1.760
H -1.725 -1.615 0.848
H -0.507 1.373 -0.246
H 1.913 0.551 1.819
```

Summary:
Charge = 0
LUMO energy (spin up / spin down) = -0.803 / -0.217 eV
E_HOMO (spin up / spin down) = -0.3344 / -0.3321 hartree
Spin multiplicity = 1
Orbital gap (spin up / spin down) = 8.3 / 8.8 eV

So, what does the Mulliken scheme give us? The charges, in e, come out as:
1. C -0.213
2. C -0.457
3. C -0.258
4. C -0.293
5. Cl -0.210
6. H 0.237
7. H 0.174
8. H 0.305
9. H 0.408
10. H 0.307

=====

B.
DFT (ωB97M-V with the def2-TZVPD basis set) results for 2 unconnected molecules or ions with the total composition C4H5Cl.

XYZ file:
```
10
Properties=species:S:1:pos:R:3
C 0.118 0.013 -0.104
C -0.418 -0.954 0.506
C -0.110 0.045 1.495
C 0.642 0.741 -1.254
Cl -1.954 -2.970 0.189
H 0.635 -0.124 2.234
H -1.013 0.433 1.953
H -0.288 1.293 -1.780
H 1.024 0.004 -2.159
H 1.363 1.519 -1.080
```

Summary:
Charge = 0
LUMO energy (spin up / spin down) = -2.031 / -2.030 eV
E_HOMO (spin up / spin down) = -0.3651 / -0.3651 hartree
Spin multiplicity = 1
Orbital gap (spin up / spin down) = 7.9 / 7.9 eV

So, what does the Mulliken scheme give us? The charges, in e, come out as:
1. C 0.344
2. C 0.083
3. C -0.418
4. C -0.916
5. Cl -0.336
6. H 0.240
7. H 0.195
8. H 0.241
9. H 0.252
10. H 0.316

=====

Of them, the most stable is B and the least stable is A.